#P
{
  "formula": "C6H15NO",
  "method": "ωB97M-V/def2-TZVPD",
  "homo_lumo_gap_ev": 10.2,
  "charge": 0,
  "smiles": "CC[C@](C)(N)CCO",
  "elements": ["C", "C", "C", "C", "N", "C", "C", "O", "H", "H", "H", "H", "H", "H", "H", "H", "H", "H", "H", "H", "H", "H", "H"],
  "coordinates": [[-2.51587, 0.17403, -0.30626], [-1.47121, -0.68619, 0.39176], [0.07888, -0.40594, 0.00981], [0.29327, -0.49491, -1.50330], [0.89448, -1.43396, 0.65309], [0.42264, 0.96764, 0.58905], [1.91107, 1.45808, 0.29235], [2.90751, 0.49640, 0.61501], [-2.40541, 1.23294, -0.05862], [-2.46830, 0.06124, -1.39371], [-3.52217, -0.12904, 0.00388], [-1.68159, -1.73515, 0.14587], [-1.60298, -0.59868, 1.47750], [-0.09411, -1.43949, -1.90209], [-0.20847, 0.32628, -2.02387], [1.35636, -0.44486, -1.76435], [0.75216, -1.42637, 1.66517], [0.67150, -2.35906, 0.28453], [-0.24362, 1.74571, 0.20527], [0.32443, 0.94554, 1.68078], [2.03333, 1.73987, -0.75762], [2.11177, 2.35540, 0.88652], [2.45632, -0.34947, 0.80923]],
  "nbo_charge": [-0.618, -0.401, 0.125, -0.634, -0.866, -0.441, -0.052, -0.757, 0.202, 0.205, 0.215, 0.193, 0.197, 0.208, 0.216, 0.231, 0.367, 0.373, 0.219, 0.202, 0.155, 0.167, 0.493]
}

#Q
{
  "formula": "C6H15NO",
  "method": "ωB97M-V/def2-TZVPD",
  "homo_lumo_gap_ev": 10.1,
  "charge": 0,
  "smiles": "CCC(C)(C)OCN",
  "elements": ["C", "C", "C", "C", "C", "O", "C", "N", "H", "H", "H", "H", "H", "H", "H", "H", "H", "H", "H", "H", "H", "H", "H"],
  "coordinates": [[-0.61715, -2.12662, -0.89316], [0.15932, -0.82397, -1.04090], [-0.50506, 0.60700, -0.03769], [-2.00185, 0.73528, -0.21388], [0.24968, 1.83352, -0.52056], [-0.24710, 0.25329, 1.27244], [0.99067, -0.36680, 1.56346], [2.10929, 0.53306, 1.51842], [-1.68790, -1.95900, -0.95926], [-0.35198, -2.83708, -1.68612], [-0.43111, -2.58461, 0.07833], [1.23072, -0.97395, -1.19342], [-0.09261, -0.37538, -2.00375], [-2.24711, 0.77502, -1.27588], [-2.36599, 1.65106, 0.25598], [-2.51058, -0.11077, 0.24239], [-0.00442, 2.03423, -1.56127], [1.32256, 1.70524, -0.41945], [-0.03833, 2.70347, 0.07722], [0.82550, -0.81858, 2.54938], [1.05875, -1.04203, 0.54168], [2.16206, 1.12687, 2.33744], [2.99264, 0.06075, 1.36863]],
  "nbo_charge": [-0.627, -0.498, 0.369, -0.650, -0.673, -0.567, 0.072, -0.874, 0.208, 0.211, 0.203, 0.212, 0.203, 0.214, 0.221, 0.222, 0.205, 0.243, 0.210, 0.166, 0.198, 0.363, 0.369]
}

#R
{
  "formula": "C6H15NO",
  "method": "ωB97M-V/def2-TZVPD",
  "homo_lumo_gap_ev": 10.2,
  "charge": 0,
  "elements": ["C", "O", "C", "C", "C", "C", "C", "N", "H", "H", "H", "H", "H", "H", "H", "H", "H", "H", "H", "H", "H", "H", "H"],
  "coordinates": [[-0.24401, 0.63887, 2.81046], [-1.39650, 1.15172, 3.43342], [-0.62982, -0.36675, 1.62523], [-1.18430, 0.04432, 0.26699], [-0.16584, 0.76834, -0.55114], [1.14778, 0.12953, -1.18068], [0.95459, -1.22122, -1.84619], [0.57849, -1.15546, -3.27179], [0.55623, 1.39185, 2.47574], [0.42598, 0.13479, 3.66592], [-1.05339, 1.47231, 2.35063], [0.35506, -1.04507, 1.70075], [-1.41773, -0.96324, 2.09936], [-2.18689, 0.67957, 0.31838], [-1.56114, -0.85537, -0.28945], [-0.46846, 1.33926, -1.44182], [0.08438, 1.65356, 0.07656], [1.62631, 0.85453, -1.82637], [1.81040, 0.12453, -0.22818], [0.21217, -1.74350, -1.26626], [1.85220, -1.72124, -1.76998], [1.14396, -0.53146, -3.76626], [-0.43946, -0.77985, -3.38533]],
  "nbo_charge": [-0.249, -0.660, -0.442, -0.438, -0.421, -0.401, -0.231, -0.825, 0.177, 0.198, 0.522, 0.220, 0.228, 0.228, 0.218, 0.210, 0.188, 0.204, 0.193, 0.189, 0.192, 0.349, 0.349]
}

Among the structures above, stability is greatest for #P.